(w)
The following is a DFT calculation (ωB97M-V/def2-TZVPD) of C2H4BrP in the gas phase.

As for the spin multiplicity: 1. The HOMO energy is -9.158 eV.

```
8
C2H4BrP ωB97M-V/def2-TZVPD
P 1.336 -0.341 -0.339
C -0.619 -0.245 -0.213
C -1.780 -0.826 0.293
Br -3.524 0.017 -0.038
H 1.486 -0.709 1.105
H 1.374 1.030 -0.150
H -1.010 0.690 -0.500
H -1.761 -1.676 1.021
```

=====

(x)
The following is a DFT calculation (ωB97M-V/def2-TZVPD) of 2 unconnected molecules or ions with the total composition C2H4BrP.

As for the spin multiplicity: 1. The HOMO energy (spin up / spin down) is -7.874 / -9.918 eV.

```
8
C2H4BrP ωB97M-V/def2-TZVPD
C -0.406 -0.185 1.087
C -1.245 -0.167 -0.051
P -0.414 -1.762 -0.164
Br -3.075 0.098 -0.028
H 0.575 0.207 1.076
H -0.720 -0.060 2.051
H 0.191 0.570 -2.371
H 0.698 -1.285 -0.673
```

=====

(y)
The following is a DFT calculation (ωB97M-V/def2-TZVPD) of 2 unconnected molecules or ions with the total composition C2H4BrP.

As for the spin multiplicity: 1. The HOMO energy (spin up / spin down) is -8.650 / -8.648 eV.

```
8
C2H4BrP ωB97M-V/def2-TZVPD
C 0.022 0.380 0.673
C -0.792 0.101 -0.420
P -0.418 -1.572 0.065
Br -3.568 0.057 0.047
H 0.995 0.915 0.639
H -0.370 0.160 1.639
H -0.935 0.457 -1.437
H 0.336 -1.988 -0.957
```

=====

The structure with the most favorable energy is (w); the runner-up is 1.267 eV above it.

=====

(w)
The following is a DFT calculation (ωB97M-V/def2-TZVPD) of 2 unconnected molecules or ions with the total composition C10H16.

As for the spin multiplicity: 1. The HOMO energy is -9.018 eV.

```
26
C10H16 ωB97M-V/def2-TZVPD
C -1.095 -0.871 2.570
C -0.203 -1.308 1.430
C 1.198 -1.085 1.576
C 2.043 -1.526 0.572
C 1.499 -1.896 -0.649
C 0.129 -1.892 -0.876
C -0.761 -1.620 0.233
H -1.520 0.039 2.139
H -0.613 -0.762 3.524
H -1.895 -1.639 2.675
H 1.602 -0.902 2.552
H 3.059 -1.558 0.916
H 2.075 -2.081 -1.558
H -0.212 -2.074 -1.866
H -1.811 -1.500 -0.027
C -1.186 1.241 -1.842
C -0.253 2.378 -1.551
C 0.517 2.273 -0.234
H -1.882 0.984 -0.980
H -0.648 0.209 -1.952
H -1.805 1.179 -2.741
H 0.297 2.280 -2.508
H -0.500 3.404 -1.802
H 1.290 3.036 -0.013
H -0.226 2.428 0.541
H 0.903 1.267 -0.128
```

=====

(x)
The following is a DFT calculation (ωB97M-V/def2-TZVPD) of 2 unconnected molecules or ions with the total composition C10H16.

As for the spin multiplicity: 1. The HOMO energy is -8.873 eV.

```
26
C10H16 ωB97M-V/def2-TZVPD
C -2.653 0.134 -3.065
C -1.649 -0.738 -2.191
C -0.742 -0.133 -1.294
C 0.194 -0.882 -0.597
C 0.213 -2.304 -0.664
C -0.731 -2.981 -1.548
C -1.575 -2.167 -2.333
H -2.200 1.135 -3.010
H -3.643 0.283 -2.627
H -2.955 -0.261 -3.995
H -0.945 1.002 -1.071
H 0.861 -0.337 0.045
H 0.920 -2.996 -0.060
H -0.735 -4.014 -1.613
H -2.174 -2.653 -3.154
C 2.454 1.002 3.393
C 1.351 1.098 2.224
C 0.976 2.458 1.699
H 2.479 1.942 3.944
H 3.489 0.985 2.968
H 2.342 0.108 3.948
H 1.632 0.364 1.496
H 0.351 0.658 2.695
H 1.735 2.810 1.016
H -0.035 2.434 1.198
H 1.040 3.053 2.596
```

=====

The structure with the most favorable energy is (w); the runner-up is 0.111 eV above it.

=====

(w)
The following is a DFT calculation (ωB97M-V/def2-TZVPD) of 2 unconnected molecules or ions with the total composition C10H16.

As for the spin multiplicity: 1. The HOMO energy is -9.054 eV.

```
26
C10H16 ωB97M-V/def2-TZVPD
C 0.094 -1.280 -2.978
C -0.569 -1.111 -1.637
C -0.495 -2.093 -0.652
C -1.252 -1.917 0.505
C -2.082 -0.835 0.618
C -2.032 0.225 -0.282
C -1.252 0.109 -1.426
H 0.606 -0.368 -3.285
H -0.605 -1.539 -3.777
H 0.815 -2.101 -2.951
H -0.083 -3.052 -0.935
H -1.222 -2.724 1.230
H -2.595 -0.466 1.511
H -2.559 1.153 -0.142
H -1.301 0.905 -2.149
C 1.627 2.117 0.484
C 1.752 0.915 1.401
C 0.722 1.039 2.559
H 2.147 1.906 -0.463
H 2.045 3.059 0.830
H 0.556 2.171 0.261
H 1.524 -0.017 0.869
H 2.760 0.800 1.789
H -0.235 1.318 2.129
H 0.664 0.083 3.099
H 0.972 1.700 3.392
```

=====

(x)
The following is a DFT calculation (ωB97M-V/def2-TZVPD) of 2 unconnected molecules or ions with the total composition C10H16.

As for the spin multiplicity: 1. The HOMO energy is -9.041 eV.

```
26
C10H16 ωB97M-V/def2-TZVPD
C 2.967 -0.172 -0.087
C 1.625 0.235 -0.629
C 0.681 -0.721 -0.990
C -0.480 -0.379 -1.670
C -0.742 0.973 -1.898
C 0.189 1.948 -1.547
C 1.370 1.571 -0.924
H 3.246 0.356 0.827
H 3.737 0.039 -0.838
H 3.040 -1.241 0.111
H 0.774 -1.709 -0.551
H -1.226 -1.051 -2.086
H -1.611 1.274 -2.469
H -0.004 2.976 -1.848
H 2.069 2.359 -0.667
C -0.849 -1.852 2.211
C -1.939 -1.045 1.520
C -2.321 0.220 2.254
H 0.141 -1.420 2.009
H -0.779 -2.882 1.854
H -0.988 -1.827 3.301
H -1.659 -0.827 0.483
H -2.797 -1.702 1.354
H -2.628 -0.039 3.274
H -1.448 0.861 2.425
H -3.144 0.806 1.850
```

=====

The structure with the most favorable energy is (x); the runner-up is 0.273 eV above it.

=====

(w)
The following is a DFT calculation (ωB97M-V/def2-TZVPD) of 2 unconnected molecules or ions with the total composition C10H16.

As for the spin multiplicity: 1. The HOMO energy is -8.869 eV.

```
26
C10H16 ωB97M-V/def2-TZVPD
C 1.420 1.099 -1.473
C 1.420 -0.002 -0.476
C 0.826 -1.284 -0.864
C 1.002 -2.334 0.022
C 1.631 -2.219 1.234
C 2.125 -0.946 1.676
C 2.130 0.129 0.725
H 2.355 1.632 -1.428
H 0.604 1.842 -1.160
H 1.242 0.764 -2.602
H 0.419 -1.299 -1.890
H 0.664 -3.333 -0.484
H 1.609 -3.094 1.954
H 2.420 -0.570 2.548
H 2.601 1.158 0.919
C -2.858 0.198 -0.625
C -1.912 0.262 0.583
C -1.416 1.734 0.583
H -2.345 0.621 -1.670
H -3.753 0.691 -0.313
H -2.894 -0.844 -0.807
H -2.418 0.135 1.467
H -1.147 -0.534 0.536
H -2.206 2.450 0.817
H -0.418 1.898 1.130
H -1.100 1.848 -0.403
```

=====

(x)
The following is a DFT calculation (ωB97M-V/def2-TZVPD) of 2 unconnected molecules or ions with the total composition C10H16.

As for the spin multiplicity: 1. The HOMO energy is -8.512 eV.

```
26
C10H16 ωB97M-V/def2-TZVPD
C -1.562 -1.906 0.958
C -1.424 -0.498 0.238
C -0.386 -0.548 -0.871
C 0.371 -1.719 -1.273
C 1.022 -1.856 -2.484
C 0.483 -1.041 -3.480
C -0.241 0.153 -3.208
C -0.597 0.539 -1.863
H -0.849 -2.598 0.697
H -2.650 -2.528 0.821
H -1.429 -1.604 1.964
H -2.313 0.071 -0.034
H -1.067 0.157 1.133
H 0.496 -2.461 -0.556
H 1.611 -2.755 -2.725
H 0.604 -1.242 -4.483
H -0.733 0.657 -4.026
H -0.944 1.452 -1.570
C 0.926 2.784 2.144
C 1.529 1.715 3.055
H 1.403 3.054 1.201
H -0.080 2.233 1.929
H 0.618 3.707 2.634
H 2.621 1.633 2.700
H 1.541 1.874 4.216
H 1.050 0.725 2.882
```

=====

The structure with the most favorable energy is (w); the runner-up is 0.790 eV above it.

=====

(w)
The following is a DFT calculation (ωB97M-V/def2-TZVPD) of 2 unconnected molecules or ions with the total composition C10H16.

As for the spin multiplicity: 1. The HOMO energy is -8.915 eV.

```
26
C10H16 ωB97M-V/def2-TZVPD
C -2.791 0.829 -1.451
C -1.351 1.120 -1.161
C -0.437 0.905 -2.191
C 0.863 1.350 -2.036
C 1.367 1.784 -0.818
C 0.407 2.103 0.135
C -0.926 1.787 -0.023
H -3.539 1.169 -0.732
H -2.925 -0.187 -1.821
H -3.112 1.453 -2.285
H -0.847 0.428 -3.073
H 1.511 1.115 -2.878
H 2.433 1.895 -0.727
H 0.701 2.763 0.937
H -1.667 2.016 0.731
C 0.054 -2.666 2.130
C 1.455 -2.201 1.754
C 1.444 -0.872 0.982
H 0.008 -3.056 3.141
H -0.354 -3.318 1.360
H -0.621 -1.806 2.184
H 2.236 -2.136 2.503
H 1.876 -2.906 1.028
H 0.636 -0.852 0.243
H 1.242 -0.060 1.681
H 2.337 -0.657 0.388
```

=====

(x)
The following is a DFT calculation (ωB97M-V/def2-TZVPD) of 2 unconnected molecules or ions with the total composition C10H16.

As for the spin multiplicity: 1. The HOMO energy is -9.023 eV.

```
26
C10H16 ωB97M-V/def2-TZVPD
C -1.369 -3.249 -1.447
C -1.575 -2.072 -0.494
C -0.324 -1.238 -0.310
C 0.549 -1.519 0.732
C 1.617 -0.647 0.996
C 1.902 0.395 0.138
C 1.026 0.673 -0.921
C -0.044 -0.170 -1.166
H -1.555 -2.985 -2.487
H -1.998 -4.113 -1.197
H -0.354 -3.655 -1.402
H -2.330 -1.388 -0.894
H -1.916 -2.419 0.482
H 0.499 -2.399 1.363
H 2.244 -0.844 1.855
H 2.753 1.057 0.203
H 1.221 1.538 -1.544
H -0.772 0.027 -1.949
C -1.148 3.223 1.464
C 0.146 3.704 0.780
H -1.404 2.196 1.205
H -1.122 3.368 2.545
H -1.975 3.855 1.130
H 0.275 3.191 -0.163
H 1.024 3.489 1.402
H 0.064 4.787 0.710
```

=====

(y)
The following is a DFT calculation (ωB97M-V/def2-TZVPD) of 2 unconnected molecules or ions with the total composition C10H16.

As for the spin multiplicity: 1. The HOMO energy is -8.684 eV.

```
26
C10H16 ωB97M-V/def2-TZVPD
C -1.373 0.154 2.222
C -0.782 -1.034 1.584
C 0.574 -1.004 1.180
C 1.086 -1.748 0.092
C 0.151 -2.613 -0.472
C -1.091 -2.839 0.133
C -1.570 -2.153 1.253
H -2.388 0.134 1.953
H -0.923 1.138 1.815
H -1.343 0.242 3.327
H 1.264 -0.328 1.710
H 2.150 -1.562 -0.305
H 0.427 -3.221 -1.301
H -1.688 -3.690 -0.206
H -2.449 -2.328 1.796
C -0.074 2.554 -0.548
C 1.175 1.905 -0.976
C 1.088 1.300 -2.396
H -0.794 1.868 -0.208
H -0.662 3.097 -1.356
H 0.012 3.151 0.356
H 2.242 2.591 -0.919
H 1.583 1.125 -0.260
H 0.260 0.648 -2.878
H 1.187 2.064 -3.194
H 1.936 0.548 -2.400
```

=====

The structure with the most favorable energy is (x); the runner-up is 0.447 eV above it.

=====

(w)
The following is a DFT calculation (ωB97M-V/def2-TZVPD) of C3H3NO2 in the gas phase.

As for the spin multiplicity: 1. The HOMO energy is -11.020 eV.

```
9
C3H3NO2 ωB97M-V/def2-TZVPD
N -2.213 0.889 0.679
C -1.376 0.223 0.242
C -0.530 -0.837 -0.328
O 0.786 -0.494 -0.762
C 1.363 0.622 -0.282
O 0.875 1.378 0.511
H -1.038 -1.213 -1.219
H -0.458 -1.642 0.408
H 2.356 0.732 -0.734
```

=====

(x)
The following is a DFT calculation (ωB97M-V/def2-TZVPD) of C3H3NO2 in the gas phase.

As for the spin multiplicity: 1. The HOMO energy is -10.728 eV.

```
9
C3H3NO2 ωB97M-V/def2-TZVPD
N -1.216 2.348 0.113
C -0.777 1.288 -0.026
C -0.266 -0.091 -0.135
O -0.147 -0.491 -1.463
C 1.032 -0.267 0.666
O 1.970 -0.893 0.257
H -1.002 -0.721 0.392
H -0.585 -1.345 -1.487
H 0.991 0.174 1.681
```

=====

The structure with the most favorable energy is (w); the runner-up is 0.505 eV above it.